# C24H54Br2Cl2IO10P2

A cluster of 5 separate species, C24H54Br2Cl2IO10P2 in total (ωB97M-V/def2-TZVPD, OMol25).

Geometry (Å):
C (-1.45729, 2.11617, -6.16917)
C (-2.96834, 2.76872, -5.99595)
O (-3.21206, 3.36693, -4.66592)
C (-3.10161, 4.85129, -4.72044)
C (-2.80924, 5.34643, -3.15571)
O (-1.84339, 4.34722, -2.59036)
C (-1.95608, 4.36244, -1.09094)
P (-0.36659, 3.38791, -0.50440)
C (-1.65177, 2.16813, 0.24330)
C (-1.01694, 1.02043, 1.23596)
C (-2.18722, 0.63272, 2.36701)
Cl (-1.79564, 1.23731, 4.07542)
P (-0.38118, 4.23452, 1.52151)
O (1.01604, 4.26536, 2.25292)
C (0.89112, 4.55555, -1.30119)
Br (2.77375, 4.47570, -0.51708)
C (0.56825, 6.12548, -1.45712)
C (0.70534, 7.07331, -0.13603)
Br (2.05058, 6.81715, -2.69568)
O (-0.73729, 2.49962, -2.00477)
C (-0.08454, 1.19706, -2.18896)
Cl (-1.11111, -0.35923, -2.25002)
C (1.25736, 1.25562, -1.25077)
I (2.79800, 1.53380, -2.84331)
C (1.84048, -0.09632, -0.53949)
C (2.22068, -1.27741, -1.82455)
C (2.70358, -2.82698, -1.23012)
O (3.70892, -1.71385, -1.91713)
O (1.06972, 2.35974, -0.25985)
H (-1.52860, 0.93790, -6.21261)
H (-0.72919, 2.37173, -5.28476)
H (-0.96528, 2.44008, -7.20399)
H (-3.25602, 3.51348, -6.86594)
H (-3.72068, 1.84705, -6.08198)
H (-4.07488, 5.36576, -5.17291)
H (-2.11936, 5.12785, -5.31743)
H (-2.37696, 6.43409, -3.16982)
H (-3.79579, 5.31646, -2.52333)
H (-2.01152, 5.44205, -0.64674)
H (-2.95312, 3.79171, -0.88415)
H (-2.29965, 1.59720, -0.58240)
H (-2.48927, 2.70145, 0.90840)
H (-0.88210, 0.05428, 0.59420)
H (-0.08202, 1.35520, 1.84928)
H (-2.18323, -0.55933, 2.43099)
H (-3.24421, 0.95389, 1.96918)
H (-1.24534, 3.50648, 2.46158)
H (-1.02318, 5.55269, 1.41578)
H (1.05623, 4.13597, -2.40957)
H (-0.40199, 6.43752, -2.02362)
H (1.17118, 8.11188, -0.46260)
H (-0.40890, 7.33360, 0.20651)
H (1.21819, 6.58809, 0.79445)
H (0.30508, 1.24870, -3.31448)
H (1.06996, -0.73256, 0.06162)
H (2.90077, 0.00042, -0.05788)
H (1.50990, -1.24443, -2.85992)
H (3.50040, -3.53996, -1.65961)
H (1.87079, -3.26403, -1.96962)
C (0.71030, -5.77373, 1.86115)
C (1.58648, -5.03527, 0.87058)
O (1.99583, -5.91586, -0.16543)
H (1.24989, -6.62244, 2.29392)
H (0.38985, -5.10975, 2.66889)
H (-0.17735, -6.18008, 1.36542)
H (2.48289, -4.64983, 1.36523)
H (1.04963, -4.19278, 0.42369)
H (1.19286, -6.24597, -0.60392)
C (-6.11853, 0.61585, 5.38740)
C (-5.79913, -0.60834, 6.22023)
O (-4.46123, -1.02074, 5.98300)
H (-5.98479, 0.40189, 4.32199)
H (-7.14816, 0.94392, 5.55540)
H (-5.44105, 1.43981, 5.63419)
H (-6.46369, -1.43591, 5.95512)
H (-5.91794, -0.39866, 7.28776)
H (-3.87864, -0.28196, 6.22959)
C (4.29310, -9.28528, -0.08936)
C (3.76727, -9.19190, -1.50677)
O (2.36134, -8.99337, -1.49040)
H (3.81290, -10.11120, 0.44544)
H (5.37528, -9.44293, -0.08456)
H (4.06739, -8.37066, 0.46860)
H (3.97533, -10.11600, -2.05407)
H (4.23316, -8.36014, -2.04419)
H (2.18769, -8.16593, -1.00957)
C (4.60989, -3.10810, 4.76617)
C (4.08407, -3.01472, 3.34877)
O (2.67813, -2.81619, 3.36514)
H (4.12970, -3.93403, 5.30098)
H (5.69208, -3.26575, 4.77098)
H (4.38418, -2.19348, 5.32413)
H (4.29213, -3.93883, 2.80147)
H (4.54995, -2.18296, 2.81134)
H (2.50449, -1.98875, 3.84597)

charge: -1
LUMO level: 2.08 eV
2S+1: 1
E_tot: -8747.50095 Ha
gap between HOMO and LUMO: 7.513 eV
E_HOMO: -5.429 eV